No. 1
Entry from OMol25: a structure of composition C36H38N2O3P2RbS5Se2 (the ωB97M-V functional and the def2-TZVPD basis).

CARTESIAN COORDINATES (ANGSTROEM)
1 H 5.6230 -2.9354 -0.7576
2 C 4.0973 -5.5872 2.7212
3 C 2.3941 2.6361 -1.6933
4 C 5.5920 -4.2071 -2.4873
5 H -5.1119 -0.3560 3.7800
6 C 3.6446 5.7014 2.8566
7 H 5.2485 -5.4428 -4.2138
8 Rb -0.3207 1.1242 -0.0530
9 H 1.5637 -0.7208 2.4389
10 H 2.0047 -1.2311 -7.4939
11 H -3.9025 -4.2656 -4.1607
12 S -0.1642 4.7833 -0.3439
13 C 4.7404 -4.8953 3.7431
14 C 3.6286 -3.5541 -1.2442
15 H 0.0106 -3.1012 -2.7974
16 C 5.0106 -3.5220 -1.4331
17 H -1.4860 1.2645 -7.6434
18 H 5.1554 -5.4336 4.5875
19 S -0.6490 -0.4352 5.3977
20 S -0.0544 -0.2658 -3.2221
21 H 1.7709 -4.3033 -1.9657
22 H 2.7939 -5.4962 -3.8947
23 H 3.7063 3.3548 -3.2401
24 H 2.3451 1.7745 -1.0213
25 C 3.5601 -4.8970 1.6471
26 H 1.9367 -1.1208 4.1263
27 H -5.2073 0.9363 -1.3045
28 C -3.1810 -3.4908 -3.9321
29 H 4.4135 -1.7473 2.5048
30 C 3.6676 -3.5082 1.5692
31 C -0.0233 -0.3175 3.7824
32 C -4.1952 0.7541 -0.9452
33 H 3.4488 1.5972 -3.2356
34 O -0.7463 0.9780 -2.6726
35 C 1.1579 -0.6959 -5.6130
36 H -1.5561 1.3199 -5.1687
37 H -4.5032 -1.8751 -4.4381
38 O 2.3932 5.5373 0.7977
39 H -2.8838 -0.0973 -3.8742
40 Se 3.6134 -0.5997 0.1015
41 C -3.3528 0.0878 2.5433
42 N -3.0947 0.4135 1.2322
43 H -1.6222 -4.8620 -3.3168
44 C -1.3116 -1.4798 -3.3110
45 H 5.3490 -2.9692 4.4649
46 C 4.3185 -2.8246 2.5866
47 C 3.5881 2.4759 -2.6032
48 C 3.4226 -4.9521 -3.1999
49 O 2.5738 3.8418 -0.9342
50 N -0.9446 -0.1355 2.8938
51 H 4.3334 6.1258 0.8538
52 C -2.1998 -0.0732 3.4533
53 C -3.5116 -2.1443 -4.0853
54 P 2.8886 -2.6105 0.1570
55 H 3.2153 6.6901 3.0316
56 H 6.6664 -4.1740 -2.6256
57 C 4.8472 -3.5149 3.6741
58 C -4.1740 0.4774 0.5224
59 C 1.4345 -0.4051 3.4746
60 H -3.5749 1.6209 -1.1740
61 Se 0.7803 -2.9725 0.2543
62 C -2.6097 -1.1394 -3.7809
63 H 0.2896 0.0026 -8.8240
64 C 4.7957 -4.9211 -3.3785
65 S -5.6079 0.1573 1.4313
66 H 1.8911 -1.2506 -5.0363
67 C -4.6658 -0.0815 2.8382
68 C -1.8919 -3.8217 -3.4660
69 H 3.0378 -5.4325 0.8623
70 C 2.8419 -4.2760 -2.1296
71 C -0.8155 0.7278 -5.6883
72 H 4.0919 4.4062 1.1893
73 H 3.0294 4.9571 3.3608
74 S 1.7289 2.7745 1.6624
75 C 1.2093 -0.6923 -6.9904
76 H -3.7771 -0.0941 -1.4921
77 C 0.2477 0.0029 -7.7418
78 H -3.0890 -0.1621 5.4587
79 C -2.2337 -0.1930 4.8035
80 H 4.6533 5.6764 3.2802
81 C 0.1415 0.0083 -4.9409
82 H 4.4990 2.3353 -2.0191
83 H 1.4668 2.7014 -2.2690
84 C -0.7516 0.7053 -7.0720
85 H 4.0100 -6.6665 2.7676
86 H 1.9050 0.5738 3.5856
87 C 3.6936 5.4062 1.3721
88 C -0.9729 -2.8423 -3.1695
89 P 1.5983 4.2113 0.3040

Properties
Charge: -2
LUMO level (alpha / beta), eV: 3.358 / 3.357
Spin multiplicity: 2
⟨S²⟩: 0.77
Relative energy (zero: lowest compared OMol25 entry of this formula, charge and spin), kJ/mol: 81.7
Frontier orbital gap (alpha / beta), eV: 2.57 / 5.93
E_HOMO (alpha / beta), eV: 0.8 / -2.6



No. 2
Entry from OMol25: a structure of composition C36H38N3O13P2SSnTe (the ωB97M-V functional and the def2-TZVPD basis).

CARTESIAN COORDINATES (ANGSTROEM)
1 O -1.6267 -0.8693 0.9916
2 C -0.5833 2.6079 1.3129
3 H -3.7538 -0.8696 2.2709
4 H -6.2804 -2.6180 -1.6006
5 H 3.4246 5.8321 -1.0097
6 H -1.4773 1.8024 5.2683
7 C -0.3140 -1.1391 5.2566
8 H 2.5533 -1.9710 -2.1649
9 C 2.9852 4.9044 -1.3532
10 H -2.8033 0.3218 4.1689
11 H -2.6164 -4.4611 -0.3382
12 C 0.4734 -4.0116 -1.6499
13 H -0.1255 -0.3516 7.7334
14 H -2.7299 -1.4222 4.5242
15 H -4.0246 -1.6527 -1.9170
16 O -1.9156 2.7115 3.3431
17 H -3.3530 -0.2868 5.7527
18 N 0.8685 -0.8838 5.9499
19 H 4.6298 3.6789 -0.6949
20 H 0.1926 3.7558 -2.8494
21 N 1.9493 0.3206 -3.2003
22 C 0.5217 -3.8293 0.7507
23 C -1.1503 2.0536 2.6654
24 C -5.5966 -1.7681 1.6069
25 C 1.4905 -0.9682 -3.7451
26 H 1.2034 5.8428 -2.1014
27 S -0.4461 -2.4423 4.2076
28 C 0.7599 -0.8858 7.4040
29 O 7.2374 2.9222 -4.1463
30 C -2.3756 -0.6576 0.0269
31 C 3.1042 2.5202 -1.6115
32 C -1.9570 0.0636 -1.1560
33 H 0.0153 1.2762 6.0619
34 O 2.6436 1.5557 -5.5692
35 H -1.3583 -4.0604 1.7542
36 C 2.0704 -1.5643 5.4997
37 O 6.1741 1.7617 -2.1874
38 C -3.5486 2.3773 -3.7491
39 Sn 0.4384 -0.1782 1.4807
40 C 1.7432 4.9145 -1.9717
41 C -0.8454 -4.0657 0.8013
42 C -6.3008 -2.2605 0.5156
43 C 1.2373 1.2761 -2.7060
44 H 2.9240 -1.0811 5.9781
45 N -1.2909 -0.2500 5.4716
46 H 3.3317 -2.1151 -3.7493
47 C 1.8635 2.5288 -2.2509
48 C 1.1747 3.7311 -2.4024
49 H 2.2507 -3.6461 -0.4952
50 O 0.1472 1.7403 0.6594
51 C -2.8973 0.7866 -1.9029
52 H 0.7113 -1.9134 7.7883
53 H -3.3960 2.2591 -4.8236
54 H -1.4592 -4.3712 -2.5158
55 H -3.9414 0.7366 -1.6185
56 H 1.6357 -0.3972 7.8327
57 O 6.8110 0.4271 -4.3545
58 Te 1.4779 -4.0089 -3.4986
59 O 0.3170 -0.5722 -0.8555
60 C -0.8972 -4.2377 -1.5994
61 H 3.6584 1.6072 -1.4620
62 C 1.1815 -3.8192 -0.4684
63 H 2.0649 -2.6297 5.7551
64 P 6.3748 1.6698 -3.6350
65 C -1.1706 1.7056 -3.2373
66 H 5.4798 -0.1951 -5.0644
67 H -1.5229 1.2311 6.9592
68 H -7.2888 -2.6808 0.6548
69 P 3.7986 1.0494 -4.8342
70 H -3.4944 3.4449 -3.5246
71 H -0.8627 2.3391 -4.0633
72 H 2.1691 -1.4730 4.4216
73 H 7.4688 2.8142 -5.0749
74 H 1.5423 -0.8623 -4.8315
75 C -1.0513 1.0943 5.9804
76 H -4.5604 2.0433 -3.5189
77 O 4.5292 -0.1848 -5.4467
78 H 0.4579 -1.1040 -3.4489
79 C 3.6576 3.7073 -1.1663
80 C -4.3285 -1.2394 1.4317
81 O -0.7239 0.8651 2.9669
82 C -5.7383 -2.2200 -0.7526
83 O 4.9024 2.0621 -4.4116
84 C -0.2084 1.0262 -2.5245
85 O -0.8229 3.7322 0.9438
86 C -1.5497 -4.2820 -0.3729
87 C -0.5651 0.1266 -1.4671
88 O 3.2994 0.4983 -3.3336
89 H 1.0752 -3.6483 1.6627
90 H -6.0340 -1.8024 2.5963
91 C 2.3760 -2.0873 -3.2326
92 C -4.4763 -1.6742 -0.9335
93 C -2.6299 -0.4273 4.9444
94 C -3.7687 -1.1799 0.1581
95 C -2.5352 1.5942 -2.9596

Properties
Charge: -1
LUMO level, eV: 1.392
Relative energy (zero: lowest compared OMol25 entry of this formula, charge and spin), kJ/mol: 36.5
Frontier orbital gap, eV: 7.18
E_HOMO, eV: -5.8



No. 3
Entry from OMol25: a structure of composition C36H38N4O2TeY in a non-equilibrium geometry (the ωB97M-V functional and the def2-TZVPD basis).

CARTESIAN COORDINATES (ANGSTROEM)
1 H 1.9552 1.9140 4.4870
2 N -1.2580 -1.2967 2.9373
3 H -2.7817 -4.9430 -0.9036
4 H -1.7853 -2.6937 4.3750
5 H -3.1071 -4.5129 2.9174
6 C 5.1423 -0.1698 -3.5453
7 H 3.9739 0.0971 0.3896
8 H -0.6380 -4.6287 3.1549
9 O -0.2654 -1.3698 -0.5723
10 H -2.3438 5.0462 4.5832
11 H 0.9816 1.6874 -3.9292
12 H -2.8882 1.7340 4.8222
13 C 1.6635 1.5099 2.4081
14 C -1.5446 1.3692 1.6692
15 H -1.3326 -3.1794 -4.4963
16 H -0.6770 -0.9077 -4.5750
17 C -2.4593 -4.1614 2.1138
18 H -0.0543 -2.5487 4.0713
19 C -1.0188 -2.0227 -1.3376
20 C -1.0378 -2.5696 3.5885
21 H -1.2668 -5.9557 -3.8389
22 H 0.6687 1.9437 2.4463
23 N -0.2411 0.2968 -2.9587
24 C -0.0836 1.4300 -3.8478
25 C -1.2965 3.2238 -0.0451
26 H -2.7996 -5.3027 -4.3890
27 H -3.5869 3.9934 5.2545
28 C -2.2856 3.6514 2.1257
29 C -2.0213 1.0158 2.9941
30 C -1.9288 -4.2587 -2.7335
31 H -0.7801 -1.1091 2.0513
32 C 4.2242 0.4955 2.4487
33 H -2.7269 -6.2403 -2.8895
34 C -2.5233 -2.4080 0.4393
35 H -0.4304 -3.5423 1.7740
36 H -3.9365 5.0150 3.8445
37 H -1.7068 4.2126 -0.2933
38 C -1.9585 -2.9436 -0.7099
39 H -3.5734 -2.4067 2.1369
40 H 4.2428 0.9839 4.5327
41 H -2.2774 -0.4641 4.4966
42 H -0.9515 3.3705 -4.1492
43 C -0.9715 -2.0007 -2.7677
44 C -0.2612 3.3712 -2.1319
45 H 5.2261 0.0935 2.4444
46 C -2.2391 -4.1485 -1.3943
47 C -2.7001 3.3173 3.4208
48 H -2.3797 4.6825 1.8137
49 C 4.1200 0.2204 -2.6879
50 H -1.8869 2.3240 -3.0750
51 H 6.8354 0.4319 -4.6970
52 H -0.4390 1.1835 -4.8598
53 H 4.8595 3.5151 -2.4970
54 C -2.5854 2.0120 3.8247
55 H 0.8253 3.4626 -2.2753
56 O -1.0192 0.4924 0.9272
57 C -1.8643 -0.2741 3.5114
58 C -1.7154 2.7387 1.2498
59 C 2.3943 1.5083 3.5877
60 N -0.5039 2.6666 -0.8833
61 Te 2.7338 -1.2353 -1.9968
62 C -2.2041 -5.5128 -3.5027
63 C 4.0253 1.5558 -2.3214
64 C -3.1833 4.3996 4.3321
65 C 4.9342 2.4812 -2.8038
66 C 6.0458 0.7536 -4.0340
67 H 5.2270 -1.2083 -3.8244
68 H 3.2338 1.8855 -1.6365
69 H -2.3463 -4.9661 1.3853
70 C 3.6764 0.9961 3.6137
71 H -0.6921 4.3829 -2.0792
72 C 2.1725 0.9837 1.2149
73 H 6.6462 2.8072 -4.0507
74 N -3.0969 -3.0212 1.4897
75 C 3.4858 0.4958 1.2762
76 C -0.8747 2.6433 -3.3386
77 C 5.9423 2.0843 -3.6671
78 H -2.4993 -1.3217 0.4827
79 C -1.4077 -3.1449 -3.4189
80 C -0.5871 -0.8187 -3.4867
81 Y 0.8508 0.5783 -0.6270
82 C -1.0626 -3.7697 2.6345

Properties
Charge: +1
LUMO level, eV: -3.786
Relative energy (zero: lowest compared OMol25 entry of this formula, charge and spin), kJ/mol: 108.7
Frontier orbital gap, eV: 4.77
E_HOMO, eV: -8.6